This record from the OMol25 dataset describes a molecular structure, C2H5N2. The level of theory is the ωB97M-V functional and the def2-TZVPD basis.

Element x y z (Å)
C (0.329, -0.793, 0.683)
C (-0.189, 0.703, -0.531)
N (-0.567, 0.210, 0.786)
N (0.829, -0.343, -0.478)
H (0.659, -1.647, 1.340)
H (-1.052, 0.582, -1.298)
H (0.162, 1.808, -0.475)
H (-1.685, 0.261, 1.068)
H (1.513, -0.781, -1.095)

Cartesian forces, eV/Å:
C 0.3 0.5 -0.5
C -0.8 1.9 -1.1
N -4.5 -0.1 1.4
N 0.3 -1.4 0.4
H -0.7 1.1 -0.8
H 1.8 0.0 1.1
H -0.3 -2.0 -0.4
H 4.2 -0.6 -0.3
H -0.2 0.6 0.1

Properties
Calculated total energy   -188.3927 hartree
2S+1   1
Energy relative to the best compared isomer or geometry (same formula, charge and spin)   0.6209 eV
LUMO level   -0.171 Ha
HOMO level   -16.221 eV
Total charge   +1
Orbital gap   11.6 eV

Mulliken atomic charge list, values in e, 8 entries:
1 C 0.118
2 C -0.217
3 N -0.309
4 N -0.150
5 H 0.347
6 H 0.311
7 H 0.270
8 H 0.381